Molecular formula: C66H186N27O15P9S3
Method: DFT, ωB97M-V/def2-TZVPD

## Properties
**Net charge**: 0
**SMILES**: CN(C)P(=O)(N(C)C)N(C)C.CN(C)P(=O)(N(C)C)N(C)C.CN(C)P(=O)(N(C)C)N(C)C.CN(C)P(=O)(N(C)C)N(C)C.CN(C)P(=O)(N(C)C)N(C)C.CN(C)P(=O)(N(C)C)N(C)C.CN(C)P(=O)(N(C)C)N(C)C.CN(C)P(=O)(N(C)C)N(C)C.CN(C)P(=O)(N(C)C)N(C)C.O=S1(=O)CCCC1.O=S1(=O)CCCC1.O=S1(=O)CCCC1
**Molar mass**: 1973.355 Da
**2S+1**: 1
**HOMO level**: -8.3 eV

XYZ file:
```
306
C66H186N27O15P9S3 ωB97M-V/def2-TZVPD
S 0.630 0.782 -1.987
S -3.137 3.655 -0.748
S -5.387 -3.369 1.065
P 2.498 -1.905 -6.998
P 2.888 4.950 -5.117
P 0.730 6.127 3.574
P -1.477 -4.413 -1.133
P 0.911 -1.222 5.524
P -5.567 0.423 -6.149
P 4.507 0.273 0.633
P -6.200 1.260 4.826
P 4.898 -5.092 5.974
O -1.779 4.159 -0.878
O 0.461 6.906 4.785
O 2.996 -2.308 -8.326
O 2.901 5.886 -6.275
O -0.599 1.086 -2.703
O 5.019 -5.244 4.497
O -5.166 -4.805 0.973
O -3.477 2.975 0.445
O -6.662 -2.823 1.578
O -2.102 -3.975 0.131
O 1.387 -2.246 6.459
O 3.134 0.685 0.742
O -5.894 0.737 -4.679
O 1.772 0.192 -2.689
O -7.068 2.385 4.449
N 3.316 -5.164 6.480
N 1.936 -1.011 4.244
N -6.619 -0.033 3.901
N 5.828 -6.278 6.710
N 5.073 -0.704 1.855
N 3.461 3.459 -5.555
N 3.731 5.503 -3.759
N 0.833 0.279 6.229
N -0.624 -1.567 5.005
N 5.529 1.565 0.604
N 0.119 -3.960 -1.003
N -0.569 5.680 2.681
N 1.363 4.602 -4.420
N 3.755 -1.608 -5.948
N 4.756 -0.680 -0.667
N -4.547 1.593 4.609
N -6.392 1.208 -7.312
N -1.985 -3.806 -2.622
N -6.300 0.744 6.387
N -1.743 -6.040 -1.252
N 1.699 -3.184 -6.175
N 1.718 6.897 2.528
N 1.391 -0.668 -7.217
N 5.596 -3.803 6.702
N 1.510 4.686 3.953
N -5.900 -1.132 -6.573
N -3.994 0.690 -6.441
C 2.536 -4.355 -6.088
C 0.258 -0.215 -0.547
C 3.797 3.138 -6.952
C -5.488 -1.592 -7.844
C 3.499 -1.550 -4.535
C 2.338 -2.318 3.617
C -3.974 -2.696 1.998
C 5.947 -6.447 8.149
C 2.158 0.688 6.674
C -6.308 2.648 -7.430
C -2.569 -6.810 -0.303
C -1.290 4.507 3.103
C -3.227 -4.164 -3.229
C -3.953 -1.266 1.540
C -4.252 1.950 3.176
C 4.791 -2.541 6.799
C 0.474 -0.322 -6.140
C 1.081 -4.276 -1.994
C -5.316 4.434 -1.947
C -6.171 -1.361 4.201
C -4.092 -1.314 -0.015
C -3.017 0.988 -5.353
C -1.292 -2.763 5.602
C -4.292 4.999 -1.039
C 3.720 -1.714 -0.960
C 0.683 -4.056 0.355
C 2.203 3.785 3.117
C -3.618 1.154 -7.729
C 5.231 -0.183 3.191
C -1.270 -1.032 3.877
C 0.811 -0.382 -8.473
C 6.965 1.366 0.801
C 5.854 -7.599 6.144
C -7.742 0.790 -7.556
C 0.521 -3.586 -6.944
C -7.618 0.552 6.966
C 0.279 2.105 0.378
C -1.591 -2.415 -2.941
C -5.344 -0.147 6.989
C -4.593 3.555 -2.946
C -3.700 2.599 -2.191
C -7.370 0.182 2.675
C 5.163 -1.640 -6.255
C 3.761 4.982 -2.408
C 5.657 -2.019 1.789
C 5.170 2.817 0.073
C 7.063 -3.575 6.578
C 2.980 -4.772 7.861
C 0.719 5.625 -3.621
C 4.543 6.739 -4.021
C 2.702 7.829 2.936
C 4.123 2.548 -4.620
C -1.444 6.724 2.067
C -1.217 -6.885 -2.362
C -0.194 0.387 7.309
C 0.482 3.645 -5.017
C -5.028 -2.521 -0.473
C 5.603 -0.286 -1.744
C -0.506 0.801 0.344
C -5.774 -2.157 -5.525
C 1.566 4.105 5.288
C 1.020 2.320 -0.956
C 1.790 6.569 1.165
C 1.840 0.073 3.242
C 2.125 -5.259 5.558
C -4.042 2.586 5.483
H 2.152 2.324 -0.900
H 0.940 -0.248 -5.148
H 4.807 -2.089 7.807
H -7.317 -0.655 2.007
H -0.700 0.325 1.259
H 3.647 3.908 -2.530
H -2.797 2.240 -2.691
H 2.762 0.791 5.777
H 4.870 2.914 -7.177
H 5.650 6.433 -4.115
H 2.558 -2.143 2.533
H -4.803 -0.798 2.023
H 1.024 0.796 3.383
H -0.390 -0.974 -0.945
H 5.440 -2.088 -7.209
H 7.332 0.344 0.744
H -1.949 4.681 4.037
H 2.396 -4.986 4.549
H -0.057 -0.998 -8.692
H 4.006 -0.614 -4.188
H 7.307 1.594 1.841
H -0.859 -0.057 3.648
H 0.967 3.142 5.260
H 0.148 -2.785 -7.617
H -7.715 -0.240 -7.775
H 4.028 -2.448 -4.096
H -3.060 -0.718 1.851
H 6.243 -0.261 3.523
H 4.194 7.171 -4.945
H 3.239 -2.818 4.002
H 5.588 -2.549 0.806
H 3.056 -1.370 -1.699
H 2.963 -4.679 -7.058
H 7.556 -4.514 6.851
H -0.641 3.661 3.273
H 2.898 5.283 -1.818
H 5.732 -2.240 -5.497
H -3.110 -1.428 -0.496
H -5.239 2.892 -3.644
H -3.639 5.820 -1.403
H -4.449 3.590 5.184
H 1.608 -6.216 5.682
H -2.399 -1.768 -2.491
H 5.045 0.388 -2.370
H 3.407 2.263 -3.874
H 5.786 3.598 0.563
H -0.068 -3.588 1.050
H -8.166 1.290 -8.471
H 1.661 7.444 0.504
H -8.034 -0.433 6.615
H -5.951 -1.653 -4.600
H 3.823 -4.247 8.336
H 3.460 -4.214 -5.486
H 2.573 -0.010 7.439
H 5.768 -7.640 5.086
H -3.516 1.118 -4.394
H -3.447 2.195 -7.768
H 1.948 2.811 3.470
H 2.399 8.806 2.528
H -2.164 6.908 2.815
H -1.810 6.346 1.069
H 0.810 -4.380 -7.596
H 1.008 4.703 6.029
H 5.082 0.920 3.174
H 3.059 -1.882 -0.128
H -0.437 -0.930 -6.048
H -0.919 7.649 1.894
H 5.184 -1.838 6.085
H 5.072 -2.729 2.370
H 6.913 -6.920 8.362
H 5.946 -1.129 -2.311
H 6.490 0.269 -1.416
H 3.289 3.916 3.173
H -2.003 -6.948 0.659
H -4.717 -2.452 -5.533
H -3.987 4.262 -3.561
H -0.591 -3.239 6.241
H -0.604 -2.086 -2.672
H 1.691 -5.073 -1.668
H 4.627 -0.542 4.019
H 1.683 -3.541 0.366
H -0.350 2.977 0.520
H -7.525 0.612 8.019
H 1.936 3.973 2.035
H 5.279 2.936 -1.018
H 6.765 -8.139 6.304
H 2.726 0.670 3.403
H -6.561 -1.678 5.230
H 5.857 -5.478 8.653
H -1.560 -3.426 4.781
H -6.431 -2.995 -5.656
H -5.994 -2.587 -8.001
H -3.156 2.114 3.168
H -1.977 -7.281 -2.994
H -0.166 1.418 7.778
H -2.217 -2.471 6.133
H -4.230 -2.813 3.049
H 4.291 -2.576 -1.300
H 2.638 3.903 5.574
H -1.214 0.362 6.932
H 1.556 -0.542 -9.232
H -3.468 -5.222 -2.977
H 2.153 -4.069 7.840
H -0.106 5.984 -4.280
H -8.437 0.220 2.949
H -0.518 -6.387 -2.994
H 0.467 0.644 -8.381
H 4.073 3.016 0.269
H -6.581 -2.047 3.430
H 4.944 -8.273 6.568
H -8.300 1.144 -6.709
H 0.233 0.718 -6.319
H -5.919 5.239 -2.347
H -2.983 2.619 5.426
H 7.575 1.946 0.129
H 0.655 -4.444 -2.974
H 2.480 -1.382 -4.243
H 0.876 -5.096 0.621
H -4.419 2.411 6.468
H -4.533 -0.364 -0.427
H -4.040 -3.598 -2.806
H 7.368 -3.382 5.550
H 2.771 -5.654 8.534
H 3.701 7.620 2.506
H -3.345 -4.181 -4.332
H 2.716 8.000 4.015
H -4.534 1.209 2.481
H -2.176 0.229 -5.302
H 5.161 -7.061 8.523
H -7.128 1.175 2.188
H -4.327 0.910 -8.529
H 0.999 2.071 1.228
H -1.723 -2.260 -4.014
H -1.141 -1.674 2.990
H 5.531 -0.618 -6.244
H -2.672 -7.771 -0.742
H -4.670 2.915 2.890
H 5.028 2.969 -4.228
H 4.439 7.505 -3.239
H 0.639 3.170 -1.511
H 0.832 3.105 -5.871
H 4.289 1.585 -5.143
H 1.034 5.834 0.917
H -1.446 0.973 -0.089
H 2.663 5.997 0.861
H 0.203 5.284 -2.684
H 3.681 -2.733 6.625
H -2.541 1.939 -5.595
H 0.161 2.919 -4.255
H 1.389 -4.485 5.928
H -5.660 -1.163 6.765
H -5.949 3.719 -1.397
H -8.325 1.361 6.725
H -4.357 0.024 6.668
H 1.941 -5.216 -5.738
H 1.524 -3.007 3.646
H 1.132 -0.603 -0.154
H -0.030 -0.320 8.049
H 1.696 -3.380 -2.242
H -5.341 3.056 -7.319
H -3.087 -3.274 1.676
H -4.254 1.706 -1.799
H -0.760 -7.778 -1.839
H -5.324 0.100 8.075
H -4.555 5.304 -0.032
H -2.688 0.625 -8.093
H -2.378 -0.859 3.985
H 1.789 -0.290 2.207
H -4.394 -1.684 -8.008
H 3.228 2.244 -7.125
H 1.444 6.372 -3.439
H -0.466 4.147 -5.256
H 3.429 3.923 -7.650
H -5.857 -0.973 -8.650
H 4.746 5.252 -1.968
H 2.147 1.672 7.101
H -6.018 -2.273 -0.877
H -1.968 4.257 2.280
H -4.494 -3.244 -1.079
H -0.290 -3.901 -6.299
H -3.536 -6.255 -0.198
H -5.041 -1.451 4.270
H -6.583 2.878 -8.475
H 6.704 -2.040 2.048
H -7.083 3.201 -6.815
H 7.315 -2.718 7.218
```